1.
Computed, not measured: one molecule with the formula C3H6OS3, with wB97M-V/def2-TZVPD.

Positions of all 13 atoms, in Å:
C  1.0966  -0.7246  -0.2144
C  -0.0224  0.2623  -0.6128
C  -0.3770  0.6933  0.7426
H  1.9604  0.2949  1.1068
H  0.7194  -1.4265  0.5146
H  1.2908  -1.3251  -1.1289
H  0.5920  1.1641  -1.1502
H  -2.1556  0.8659  -1.6429
H  -2.3715  -1.0439  0.5997
O  2.2170  -0.0881  0.2780
S  -1.4353  -0.3524  -1.7074
S  -1.7651  -0.2283  1.4935
S  0.2505  1.9083  1.7216

Computed properties:
gap between HOMO and LUMO = 8.41 eV
energy = -37759.62794 eV
highest occupied orbital energy = -9.18 eV

***

2.
Computed, not measured: a 5-piece molecular cluster, C20H25F15O10 overall, with wB97M-V/def2-TZVPD.

Positions of all 70 atoms, in Å:
C  22.1906  -7.2011  13.3173
C  21.8116  -5.7824  13.6756
O  20.5679  -5.6301  14.3023
C  20.2817  -5.9629  15.5335
O  21.1318  -6.4354  16.3359
C  18.8352  -5.5511  16.0086
F  18.8028  -5.3344  17.3432
F  18.4951  -4.4330  15.3862
F  17.8872  -6.5029  15.7264
H  21.4681  -7.7838  12.7459
H  22.5240  -7.7350  14.2072
H  23.0711  -7.2277  12.6754
H  21.7445  -5.2333  12.7364
H  22.5448  -5.4263  14.3993
C  25.5647  -12.2781  5.1340
C  25.4202  -13.2473  4.0760
O  26.0418  -14.4731  4.3785
C  25.9406  -15.4901  3.4840
O  25.5140  -15.4669  2.3152
C  26.4629  -16.9036  4.0701
F  25.4473  -17.7045  3.9471
F  27.5897  -17.2648  3.4870
F  26.7418  -16.8273  5.3803
H  25.2043  -12.6020  6.1104
H  24.9672  -11.3764  4.9997
H  26.5694  -11.8649  5.2241
H  25.8458  -12.7899  3.1828
H  24.4176  -13.5238  3.7497
C  19.8778  -13.2603  15.1955
C  19.8335  -12.6653  13.7284
O  18.5967  -11.9752  13.6649
C  18.5060  -10.6004  13.6021
O  19.4504  -9.8557  13.4372
C  17.0755  -10.0522  13.5782
F  16.5358  -10.6261  12.5291
F  16.3732  -10.4644  14.6050
F  17.0482  -8.6729  13.4461
H  20.6057  -13.9927  15.5445
H  18.8939  -13.3864  15.6474
H  20.1734  -12.3919  15.7842
H  19.6842  -13.4240  12.9600
H  20.5829  -11.9051  13.5079
C  21.0200  -10.9452  10.6274
C  21.8414  -9.7608  10.2110
O  21.8649  -9.5279  8.7945
C  22.5367  -10.2768  7.9817
O  23.1899  -11.2569  8.2594
C  22.5949  -9.7932  6.4900
F  23.8868  -9.5273  6.1492
F  22.2388  -10.7279  5.6564
F  21.8827  -8.7416  6.3561
H  21.6900  -11.7796  10.4201
H  20.0642  -11.0615  10.1165
H  20.8364  -10.8429  11.6969
H  22.8742  -9.9081  10.5267
H  21.4867  -8.9552  10.8538
C  25.6940  -8.3679  9.7885
C  26.5788  -9.6267  9.6182
O  25.7868  -10.7208  10.0164
C  26.4451  -11.9587  10.0590
O  27.5649  -12.1805  9.6739
C  25.4052  -13.0638  10.4837
F  24.6161  -13.3854  9.4938
F  26.0411  -14.1304  10.9196
F  24.5990  -12.5540  11.5170
H  26.1989  -7.4975  9.3695
H  25.4849  -8.2887  10.8553
H  24.7345  -8.2810  9.2787
H  27.5290  -9.5238  10.1423
H  26.7863  -9.7048  8.5510

Computed properties:
gap between HOMO and LUMO (alpha / beta) = 6.32 / 1.47 eV
spin multiplicity = 2
total charge = +1
energy = -82370.68101 eV
highest occupied orbital energy (alpha / beta) = -12.19 / -12.19 eV

***

ΔE to the lowest compared entry with this formula, charge and spin, record by record: 51.07; 79.58 kJ/mol